Record 1
Molecular formula: C5H9BrNO3S
Method: DFT, ωB97M-V with the def2-TZVPD basis set

Results
LUMO energy   2.814 eV
Multiplicity   1
Charge   -1

Cartesian coordinates (Å):
C1 -0.932 2.120 -0.140
C2 0.546 1.889 0.189
O1 0.793 0.991 1.246
C3 0.139 -0.256 1.162
C4 0.355 -1.005 -0.153
C5 1.883 -1.345 -0.284
O2 2.230 -2.468 0.100
O3 2.559 -0.395 -0.752
N1 -0.445 -2.270 -0.116
S1 -2.144 -2.025 0.157
Br1 -0.244 -3.122 -1.807
H1 -1.259 1.484 -0.961
H2 -1.572 1.912 0.715
H3 -1.100 3.156 -0.431
H4 0.971 2.839 0.516
H5 1.104 1.590 -0.700
H6 -0.922 -0.151 1.397
H7 0.569 -0.873 1.952
H8 0.067 -0.437 -1.039
H9 -2.599 -1.635 -1.052

The computed natural (NBO) charges, all in e, follow:
1. C -0.651
2. C -0.074
3. O -0.521
4. C -0.082
5. C -0.235
6. C 0.756
7. O -0.746
8. O -0.774
9. N -0.576
10. S 0.143
11. Br 0.151
12. H 0.203
13. H 0.208
14. H 0.200
15. H 0.167
16. H 0.205
17. H 0.164
18. H 0.202
19. H 0.182
20. H 0.078


Record 2
Molecular formula: C39H89Br2N5O4P
Method: DFT, ωB97M-V with the def2-TZVPD basis set

Results
LUMO energy   2.338 eV
Energy above the lowest of the compared OMol25 structures with the same formula, charge and spin   56.0 kJ/mol
Multiplicity   1
Charge   -1

Cartesian coordinates (Å):
C1 1.019 -2.505 3.788
C2 0.828 -1.206 4.564
N1 1.010 -0.051 3.692
C3 -0.134 0.121 2.706
C4 0.411 0.204 1.280
P1 -0.826 0.434 -0.220
N2 -1.816 1.681 0.584
C5 -1.800 -1.085 0.380
C6 -2.932 -0.933 1.407
C7 -4.354 -0.693 0.830
C8 -4.853 0.739 1.085
C9 -5.327 -1.655 1.535
C10 -2.152 0.631 -1.660
Br1 -2.138 -0.815 -3.043
C11 -2.391 1.943 -2.465
C12 -2.181 3.299 -1.825
Br2 -1.468 2.005 -4.229
O1 0.216 1.742 -0.792
C13 1.331 1.359 -1.550
C14 1.686 2.312 -2.699
C15 1.306 -0.209 -1.789
C16 2.655 -0.697 -1.175
C17 1.410 -0.581 -3.293
C18 0.949 -1.984 -3.755
C19 0.653 -3.079 -2.749
O2 1.827 -3.701 -2.197
O3 0.183 -0.686 -1.150
C20 1.250 1.140 4.429
C21 2.330 2.037 3.858
O4 0.659 1.434 5.466
H1 1.868 -2.411 3.116
H2 0.146 -2.668 3.151
H3 1.101 -3.356 4.458
H4 -0.150 -1.201 5.064
H5 1.577 -1.168 5.358
H6 -0.652 1.033 3.009
H7 -0.765 -0.746 2.874
H8 1.168 0.987 1.314
H9 0.897 -0.756 1.120
H10 -1.299 2.542 0.461
H11 -1.885 1.567 1.587
H12 -1.036 -1.729 0.819
H13 -2.200 -1.669 -0.449
H14 -2.752 -0.236 2.222
H15 -3.003 -1.908 1.906
H16 -4.348 -0.937 -0.232
H17 -5.944 0.752 1.065
H18 -4.442 1.453 0.378
H19 -4.565 1.040 2.093
H20 -5.104 -2.691 1.276
H21 -5.141 -1.581 2.610
H22 -6.368 -1.414 1.336
H23 -3.103 0.405 -1.191
H24 -3.429 1.918 -2.792
H25 -2.604 4.056 -2.487
H26 -2.752 3.341 -0.900
H27 -1.140 3.549 -1.656
H28 2.160 1.500 -0.843
H29 0.832 2.936 -2.945
H30 2.457 3.003 -2.351
H31 2.079 1.823 -3.584
H32 3.445 -0.055 -1.566
H33 2.682 -0.610 -0.091
H34 2.908 -1.712 -1.476
H35 2.456 -0.444 -3.568
H36 0.872 0.157 -3.890
H37 0.042 -1.869 -4.349
H38 1.687 -2.386 -4.454
H39 0.138 -3.878 -3.291
H40 -0.023 -2.766 -1.960
H41 1.923 -3.347 -1.315
H42 3.151 2.136 4.563
H43 1.895 3.002 3.603
H44 2.723 1.594 2.947
C22 -2.487 -4.906 2.733
C23 -2.585 -4.551 4.208
N3 -3.886 -4.837 4.784
C24 -4.079 -4.241 6.093
C25 -3.191 -4.721 7.248
C26 -4.354 -6.201 4.629
C27 -3.482 -7.333 5.190
H45 -3.278 -4.416 2.164
H46 -1.529 -4.564 2.339
H47 -2.545 -5.981 2.556
H48 -2.407 -3.477 4.309
H49 -1.765 -5.053 4.747
H50 -5.128 -4.368 6.376
H51 -3.939 -3.161 5.980
H52 -3.480 -5.709 7.604
H53 -3.288 -4.035 8.092
H54 -2.137 -4.748 6.970
H55 -4.503 -6.385 3.562
H56 -5.355 -6.268 5.064
H57 -2.429 -7.201 4.939
H58 -3.802 -8.287 4.764
H59 -3.568 -7.422 6.272
C28 -0.362 0.793 -7.202
C29 -0.209 -0.024 -8.476
N4 -1.479 -0.449 -9.038
C30 -1.346 -1.450 -10.077
C31 -0.629 -1.060 -11.377
C32 -2.436 0.612 -9.293
C33 -2.017 1.753 -10.231
H60 -0.953 0.257 -6.461
H61 0.621 0.989 -6.771
H62 -0.834 1.760 -7.387
H63 0.364 -0.924 -8.238
H64 0.399 0.550 -9.196
H65 -2.344 -1.824 -10.323
H66 -0.818 -2.303 -9.639
H67 -1.244 -0.420 -12.008
H68 -0.405 -1.960 -11.956
H69 0.317 -0.552 -11.186
H70 -2.714 1.050 -8.331
H71 -3.356 0.157 -9.667
H72 -1.011 2.113 -10.013
H73 -2.699 2.597 -10.108
H74 -2.056 1.460 -11.280
C34 7.890 7.018 4.343
C35 7.495 5.579 4.045
N5 6.257 5.182 4.686
C36 6.020 3.749 4.645
C37 5.811 3.090 3.277
C38 5.105 6.021 4.404
C39 4.683 6.200 2.940
H75 7.931 7.194 5.419
H76 8.877 7.223 3.926
H77 7.196 7.734 3.902
H78 8.286 4.924 4.422
H79 7.471 5.439 2.953
H80 5.158 3.528 5.281
H81 6.871 3.263 5.135
H82 4.831 3.316 2.861
H83 5.869 2.005 3.381
H84 6.572 3.388 2.555
H85 5.300 7.011 4.825
H86 4.259 5.637 4.978
H87 5.535 6.396 2.287
H88 4.006 7.052 2.856
H89 4.151 5.331 2.555

These are the Mulliken partial charges, in e, on atoms 1 to 99:
1. C -0.766
2. C -0.599
3. N 0.490
4. C -0.826
5. C -0.109
6. P 1.961
7. N -0.642
8. C -1.250
9. C 0.047
10. C 0.696
11. C -1.353
12. C -1.530
13. C -0.707
14. Br -0.080
15. C 0.280
16. C -1.426
17. Br -0.207
18. O -0.662
19. C -0.456
20. C -1.589
21. C 1.822
22. C -1.927
23. C -1.463
24. C -0.687
25. C -0.211
26. O -0.689
27. O 0.614
28. C 0.477
29. C -0.893
30. O -0.643
31. H 0.282
32. H -0.091
33. H 0.431
34. H 0.327
35. H 0.497
36. H 0.354
37. H -0.176
38. H -0.029
39. H -0.105
40. H 0.401
41. H 0.151
42. H 0.192
43. H 0.960
44. H 0.455
45. H -0.514
46. H 0.357
47. H 0.486
48. H 0.030
49. H 0.258
50. H 0.298
51. H 0.331
52. H 0.453
53. H -0.402
54. H 0.565
55. H 0.505
56. H 0.341
57. H 0.161
58. H 0.292
59. H 0.274
60. H 0.382
61. H 0.255
62. H 0.473
63. H 0.052
64. H 0.676
65. H 0.583
66. H -0.074
67. H 0.206
68. H 0.464
69. H 0.452
70. H -0.279
71. H 0.387
72. H 0.130
73. H 0.338
74. H 0.183
75. C -1.516
76. C -0.296
77. N 0.178
78. C -0.693
79. C -1.024
80. C -0.716
81. C -0.984
82. H 0.239
83. H 0.380
84. H 0.493
85. H 0.398
86. H 0.212
87. H 0.422
88. H 0.361
89. H 0.228
90. H 0.411
91. H 0.265
92. H 0.370
93. H 0.397
94. H 0.249
95. H 0.375
96. H 0.276
97. C -1.417
98. C -0.561
99. N 0.143


Record 3
Molecular formula: C44H121N11O11
Method: DFT, ωB97M-V with the def2-TZVPD basis set

Results
LUMO energy   0.536 eV
Energy above the lowest of the compared OMol25 structures with the same formula, charge and spin   463.9 kJ/mol
Multiplicity   1

Cartesian coordinates (Å):
C1 -4.979 -3.003 5.503
O1 -3.963 -3.581 6.235
C2 -2.740 -2.949 6.037
C3 -2.014 -3.441 4.742
C4 -1.889 -4.949 4.665
N1 -0.682 -2.830 4.601
H1 -5.858 -3.577 5.798
H2 -4.951 -3.188 4.430
H3 -5.267 -1.982 5.751
H4 -2.750 -1.873 6.213
H5 -2.079 -3.196 6.868
H6 -2.602 -2.993 3.941
H7 -1.752 -5.250 3.626
H8 -2.837 -5.370 5.000
H9 -1.061 -5.429 5.188
H10 -0.516 -3.079 3.636
H11 -0.628 -1.822 4.615
C5 6.364 -6.035 -1.401
O2 7.171 -4.894 -1.186
C6 6.569 -4.008 -0.261
C7 5.255 -3.320 -0.734
C8 5.329 -2.443 -2.049
N2 4.587 -2.644 0.370
H12 6.930 -6.838 -1.872
H13 5.491 -5.795 -2.008
H14 6.083 -6.474 -0.443
H15 6.555 -4.376 0.765
H16 7.266 -3.227 0.042
H17 4.480 -4.049 -0.972
H18 5.592 -3.090 -2.885
H19 6.026 -1.626 -1.860
H20 4.407 -1.926 -2.315
H21 4.533 -3.378 1.062
H22 3.631 -2.409 0.147
C9 2.141 4.743 -3.419
O3 3.107 3.666 -3.402
C10 2.468 2.415 -3.785
C11 3.487 1.278 -3.626
C12 4.597 1.306 -4.647
N3 2.783 0.015 -3.824
H23 1.957 4.981 -4.467
H24 2.433 5.597 -2.807
H25 1.187 4.404 -3.015
H26 1.545 2.256 -3.228
H27 2.134 2.474 -4.821
H28 3.929 1.290 -2.630
H29 5.306 2.122 -4.506
H30 4.246 1.358 -5.678
H31 5.150 0.371 -4.561
H32 2.137 0.096 -4.595
H33 3.454 -0.680 -4.119
C13 -3.578 7.023 -5.630
O4 -3.474 6.330 -4.409
C14 -2.188 6.382 -3.872
C15 -1.934 5.267 -2.852
C16 -1.737 3.903 -3.575
N4 -2.965 5.131 -1.917
H34 -3.058 6.499 -6.432
H35 -3.263 8.064 -5.559
H36 -4.640 6.988 -5.876
H37 -1.414 6.317 -4.637
H38 -1.975 7.338 -3.394
H39 -1.041 5.601 -2.324
H40 -2.641 3.642 -4.126
H41 -1.497 3.125 -2.850
H42 -0.847 4.083 -4.178
H43 -3.250 6.096 -1.830
H44 -3.679 4.722 -2.503
C17 -1.414 -5.024 0.308
O5 -2.114 -4.027 1.059
C18 -3.161 -3.435 0.293
C19 -4.096 -2.491 1.136
C20 -5.252 -1.886 0.257
N5 -3.310 -1.410 1.747
H45 -2.165 -5.722 -0.062
H46 -0.671 -5.609 0.851
H47 -0.889 -4.511 -0.497
H48 -2.714 -2.787 -0.461
H49 -3.895 -4.064 -0.211
H50 -4.531 -3.087 1.938
H51 -5.713 -2.675 -0.337
H52 -4.831 -1.117 -0.389
H53 -5.964 -1.363 0.895
H54 -2.512 -1.879 2.151
H55 -2.937 -0.804 1.030
C21 4.699 -9.273 2.042
O6 3.950 -8.003 2.013
C22 4.017 -7.214 3.170
C23 3.266 -5.872 2.979
C24 1.762 -6.086 2.558
N6 3.826 -5.229 1.825
H56 4.332 -9.888 2.864
H57 5.755 -9.016 2.124
H58 4.532 -9.772 1.088
H59 3.473 -7.656 4.005
H60 4.964 -6.924 3.624
H61 3.357 -5.445 3.978
H62 1.612 -6.783 1.734
H63 1.289 -5.149 2.264
H64 1.204 -6.475 3.409
H65 4.817 -5.206 2.022
H66 3.845 -6.001 1.174
C25 2.565 1.636 5.253
O7 1.400 1.643 4.450
C26 0.179 1.196 5.069
C27 -0.840 0.924 3.951
C28 -1.704 2.163 3.696
N7 -1.722 -0.104 4.477
H67 2.703 0.562 5.375
H68 2.465 2.033 6.263
H69 3.452 2.041 4.765
H70 0.382 0.306 5.665
H71 -0.237 1.846 5.838
H72 -0.240 0.703 3.068
H73 -2.541 1.853 3.070
H74 -1.290 3.010 3.149
H75 -2.052 2.603 4.631
H76 -2.519 -0.129 3.857
H77 -2.026 0.289 5.357
C29 -1.984 3.504 -7.199
O8 -1.953 2.202 -6.674
C30 -0.719 1.522 -6.706
C31 -0.679 0.237 -5.835
C32 -1.124 0.411 -4.350
N8 0.552 -0.503 -5.912
H78 -2.719 3.656 -7.989
H79 -0.998 3.911 -7.426
H80 -2.214 4.142 -6.346
H81 -0.589 1.322 -7.770
H82 0.088 2.198 -6.421
H83 -1.420 -0.410 -6.306
H84 -0.427 0.957 -3.714
H85 -1.164 -0.620 -3.999
H86 -2.103 0.848 -4.154
H87 0.690 -0.896 -6.832
H88 0.667 -1.250 -5.242
C33 -2.604 1.044 -0.385
O9 -1.710 -0.071 -0.683
C34 -0.334 0.291 -0.520
C35 0.600 -0.930 -0.454
C36 0.309 -1.856 0.748
N9 1.999 -0.679 -0.566
H89 -3.637 0.698 -0.421
H90 -2.503 1.764 -1.198
H91 -2.492 1.448 0.621
H92 -0.075 0.963 -1.338
H93 -0.168 0.937 0.342
H94 0.360 -1.517 -1.340
H95 -0.732 -2.135 0.581
H96 0.599 -1.260 1.613
H97 0.894 -2.775 0.772
H98 2.179 0.009 0.151
H99 2.260 -0.192 -1.412
C37 -2.485 5.360 1.877
O10 -3.690 4.627 2.191
C38 -4.426 4.388 0.975
C39 -5.495 3.307 1.212
C40 -6.258 2.911 -0.069
N10 -6.492 3.877 2.123
H100 -2.587 6.252 1.259
H101 -1.724 4.773 1.362
H102 -2.147 5.725 2.847
H103 -4.871 5.335 0.669
H104 -3.815 3.987 0.166
H105 -4.979 2.447 1.639
H106 -6.781 3.685 -0.631
H107 -7.024 2.183 0.199
H108 -5.625 2.440 -0.821
H109 -5.908 4.450 2.715
H110 -6.642 3.043 2.674
C41 1.202 5.641 0.958
O11 2.198 4.663 0.683
C42 1.792 3.344 1.071
C43 2.991 2.405 1.357
C44 3.886 2.118 0.088
N11 2.498 1.143 1.806
H111 0.240 5.489 0.469
H112 1.522 6.642 0.671
H113 1.008 5.734 2.026
H114 1.118 3.319 1.928
H115 1.225 3.037 0.192
H116 3.713 2.922 1.989
H117 4.427 3.024 -0.185
H118 3.248 1.809 -0.741
H119 4.601 1.313 0.258
H120 3.285 0.550 2.027
H121 2.057 1.241 2.709

These are the Mulliken partial charges, in e, on atoms 1 to 99:
1. C -0.488
2. O -0.388
3. C -0.936
4. C 2.324
5. C -1.392
6. N -0.821
7. H 0.336
8. H 0.050
9. H 0.315
10. H 0.172
11. H 0.444
12. H -0.864
13. H 0.103
14. H 0.401
15. H 0.302
16. H 0.089
17. H 0.388
18. C -0.558
19. O -0.382
20. C -0.826
21. C 0.792
22. C -1.230
23. N -0.739
24. H 0.296
25. H 0.279
26. H 0.126
27. H 0.315
28. H 0.406
29. H 0.208
30. H 0.368
31. H 0.360
32. H 0.090
33. H 0.423
34. H 0.037
35. C -0.381
36. O -0.496
37. C -0.113
38. C 0.913
39. C -1.917
40. N -0.450
41. H 0.348
42. H 0.385
43. H -0.194
44. H -0.081
45. H 0.415
46. H -0.123
47. H 0.415
48. H 0.338
49. H 0.526
50. H 0.207
51. H 0.262
52. C -0.723
53. O -0.320
54. C -1.229
55. C 0.231
56. C -0.939
57. N -0.189
58. H 0.223
59. H 0.308
60. H 0.263
61. H 0.560
62. H 0.520
63. H -0.085
64. H 0.843
65. H -0.482
66. H 0.323
67. H 0.297
68. H 0.355
69. C -0.647
70. O -0.042
71. C -0.693
72. C 0.554
73. C -1.495
74. N -0.147
75. H 0.385
76. H -0.013
77. H 0.301
78. H 0.085
79. H 0.550
80. H 0.088
81. H 0.439
82. H 0.175
83. H 0.366
84. H -0.137
85. H 0.024
86. C -0.833
87. O -0.288
88. C -0.928
89. C 0.055
90. C -1.212
91. N -0.386
92. H 0.307
93. H 0.319
94. H 0.244
95. H 0.458
96. H 0.442
97. H 0.493
98. H 0.419
99. H 0.106